Entry from OMol25: a structure of composition C53H50N2O9P3V at a distorted geometry (ωB97M-V/def2-TZVPD).

LUMO level (spin up / spin down), Ha: 0.083 / 0.083
Expectation value of S²: 0.7860
HOMO level (spin up / spin down), eV: -1.93 / -2.24
Kohn-Sham gap (spin up / spin down), eV: 4.20 / 4.51

Geometry as ORCA input:
```
! RIJCOSX wB97M-V def2-TZVPD def2/J DEFGRID3
* xyz -1 2
V 0.706 0.100 0.441
O 0.535 1.192 -0.918
C 1.163 1.897 -1.927
C 2.611 2.081 -1.413
C 3.281 0.770 -1.037
C 4.476 0.469 -1.669
C 5.212 -0.641 -1.317
C 4.715 -1.429 -0.302
C 3.504 -1.140 0.300
C 3.048 -2.048 1.427
C 1.624 -2.576 1.216
O 0.843 -1.445 1.286
C 1.178 -3.579 2.283
C 1.743 -4.848 2.378
C 1.279 -5.768 3.309
C 0.233 -5.431 4.162
C -0.337 -4.169 4.071
C 0.133 -3.246 3.138
C 1.425 -3.249 -0.151
C 0.156 -3.187 -0.728
C -0.101 -3.773 -1.958
C 0.918 -4.440 -2.637
C 2.179 -4.518 -2.065
C 2.428 -3.924 -0.828
N 2.731 -0.058 -0.074
C 1.213 1.070 -3.228
C 1.311 1.653 -4.492
C 1.475 0.871 -5.632
C 1.545 -0.513 -5.528
C 1.445 -1.105 -4.274
C 1.283 -0.320 -3.138
C 0.425 3.212 -2.132
C -0.929 3.292 -1.821
C -1.634 4.471 -2.017
C -0.989 5.598 -2.522
C 0.365 5.530 -2.816
C 1.062 4.343 -2.624
H 2.555 2.723 -0.525
H 3.229 2.574 -2.164
H 4.832 1.143 -2.439
H 6.158 -0.865 -1.795
H 5.273 -2.290 0.049
H 2.992 -1.451 2.343
H 3.776 -2.849 1.570
H 2.546 -5.129 1.705
H 1.729 -6.753 3.363
H -0.134 -6.149 4.887
H -1.160 -3.896 4.723
H -0.310 -2.263 3.049
H -0.623 -2.659 -0.191
H -1.093 -3.702 -2.393
H 0.727 -4.891 -3.604
H 2.978 -5.039 -2.580
H 3.423 -3.986 -0.403
H 1.250 2.730 -4.593
H 1.554 1.349 -6.603
H 1.677 -1.123 -6.414
H 1.501 -2.182 -4.168
H 1.205 -0.788 -2.162
H -1.418 2.426 -1.392
H -2.690 4.512 -1.767
H -1.534 6.522 -2.672
H 0.887 6.405 -3.182
H 2.124 4.313 -2.842
N 1.194 2.690 4.334
C 2.116 3.453 3.348
C 2.715 4.730 3.916
P 3.369 2.108 2.971
O 4.214 2.162 4.385
O 4.283 2.475 1.870
O 2.520 0.868 3.057
P 0.962 3.840 1.924
O -0.074 4.777 2.853
O 1.619 4.716 0.929
O 0.239 2.581 1.605
H 1.539 2.749 5.289
H 1.310 1.710 3.977
H 0.227 3.002 4.262
H 3.323 4.520 4.799
H 1.943 5.462 4.158
H 3.357 5.161 3.149
H 5.135 2.328 4.160
H -0.513 5.389 2.256
O -1.511 -0.067 0.789
P -2.876 -0.397 0.327
C -3.923 1.043 0.593
C -3.251 2.200 0.975
C -3.969 3.391 1.112
C -5.327 3.415 0.856
C -5.991 2.259 0.459
C -5.283 1.072 0.323
C -3.579 -1.773 1.235
C -4.094 -1.556 2.513
C -4.429 -2.634 3.323
C -4.230 -3.930 2.867
C -3.703 -4.155 1.605
C -3.374 -3.078 0.790
C -2.966 -0.828 -1.417
C -1.879 -0.462 -2.199
C -1.927 -0.649 -3.583
C -3.061 -1.180 -4.164
C -4.156 -1.540 -3.384
C -4.110 -1.359 -2.007
H -2.179 2.165 1.167
H -3.452 4.291 1.418
H -5.880 4.341 0.961
H -7.055 2.282 0.257
H -5.802 0.169 0.016
H -4.232 -0.543 2.873
H -4.830 -2.462 4.314
H -4.481 -4.771 3.502
H -3.531 -5.165 1.258
H -2.953 -3.257 -0.193
H -0.990 -0.051 -1.729
H -1.068 -0.377 -4.186
H -3.099 -1.318 -5.238
H -5.041 -1.959 -3.846
H -4.956 -1.655 -1.396
*
```

=====

Entry from OMol25: a structure of composition C53H51As2CsN5O3S at a distorted geometry (ωB97M-V/def2-TZVPD).

LUMO level, Ha: 0.065
HOMO level, eV: -3.17
Kohn-Sham gap, eV: 4.94

Geometry as ORCA input:
```
! RIJCOSX wB97M-V def2-TZVPD def2/J DEFGRID3
* xyz -1 1
Cs 1.863 0.479 -0.061
C -2.880 0.882 1.710
C -4.258 0.462 1.235
As -4.245 -0.296 -0.665
C -3.642 1.310 -1.582
C -4.070 2.565 -1.191
C -3.439 3.688 -1.767
C -2.531 3.585 -2.780
C -2.186 2.316 -3.268
C -2.673 1.173 -2.616
C -6.237 -0.081 -0.823
C -6.801 0.551 -1.960
C -8.150 0.427 -2.241
C -8.970 -0.357 -1.411
C -8.416 -1.036 -0.308
C -7.049 -0.940 -0.073
As -2.440 0.749 3.675
C -3.621 -0.722 4.268
C -3.720 -1.860 3.425
C -4.551 -2.879 3.782
C -5.254 -2.814 5.018
C -5.145 -1.736 5.862
C -4.325 -0.695 5.463
C -3.472 2.177 4.611
C -2.518 3.174 5.029
C -2.994 4.278 5.731
C -4.301 4.291 6.278
C -5.218 3.331 5.809
C -4.823 2.228 5.007
H -2.653 1.905 1.372
H -2.048 0.215 1.301
H -4.925 1.353 1.192
H -4.685 -0.375 1.840
H -4.983 2.742 -0.532
H -3.624 4.653 -1.271
H -2.042 4.499 -3.145
H -1.603 2.086 -4.185
H -2.438 0.118 -2.887
H -6.180 1.351 -2.455
H -8.562 1.058 -3.039
H -10.028 -0.371 -1.536
H -9.038 -1.567 0.415
H -6.506 -1.512 0.720
H -3.173 -1.901 2.511
H -4.666 -3.720 3.115
H -5.994 -3.611 5.298
H -5.665 -1.664 6.808
H -4.129 0.186 6.134
H -1.455 3.103 4.705
H -2.408 5.154 5.869
H -4.630 5.029 6.994
H -6.287 3.501 6.058
H -5.554 1.483 4.710
C 6.643 2.563 -4.166
O 6.142 1.212 -3.971
C 6.164 0.372 -5.063
C 6.200 0.695 -6.410
C 6.161 -0.353 -7.381
C 6.041 -1.670 -7.033
C 5.863 -2.002 -5.693
C 6.018 -1.046 -4.715
N 5.704 -1.281 -3.344
C 4.436 -1.240 -2.768
N 3.496 -1.604 -3.691
C 2.115 -1.805 -3.595
C 1.295 -1.489 -2.538
C 0.024 -1.938 -2.444
C -0.491 -2.681 -3.562
C 0.275 -2.966 -4.654
C 1.590 -2.430 -4.753
O 2.455 -2.556 -5.796
C 1.948 -2.640 -7.110
N 4.216 -1.038 -1.480
C 5.251 -1.347 -0.547
C 5.921 -2.583 -0.613
C 7.016 -2.849 0.122
C 7.493 -1.766 0.935
C 6.755 -0.650 1.124
C 5.541 -0.428 0.481
O 4.586 0.473 0.798
C 4.746 1.392 1.831
H 6.570 3.071 -3.246
H 5.919 3.032 -4.858
H 7.654 2.585 -4.554
H 6.251 1.769 -6.688
H 6.291 -0.115 -8.424
H 5.951 -2.476 -7.807
H 5.522 -3.044 -5.412
H 6.382 -0.871 -2.638
H 3.865 -1.763 -4.616
H -0.652 -1.807 -1.582
H -1.569 -2.940 -3.519
H -0.025 -3.676 -5.430
H 2.822 -2.863 -7.790
H 1.467 -1.719 -7.490
H 1.304 -3.464 -7.255
H 5.461 -3.324 -1.211
H 7.562 -3.768 0.072
H 8.497 -1.807 1.324
H 7.102 0.062 1.856
H 4.089 2.263 1.624
H 5.766 1.807 1.886
H 4.484 1.035 2.860
C 1.125 0.825 7.514
C 1.118 0.347 6.083
C 1.382 -0.971 5.755
C 1.504 -1.234 4.384
N 1.388 -0.272 3.398
C 0.868 0.895 3.837
S 0.206 1.982 2.640
N 0.865 1.241 5.148
H 0.661 1.798 7.528
H 2.195 0.961 7.822
H 0.614 0.144 8.221
H 1.432 -1.774 6.492
H 1.663 -2.238 3.963
*
```